1.
2 unconnected molecules or ions with the total composition C7H14N2O4 at a distorted geometry, computed with ωB97M-V/def2-TZVPD.

The geometry in ORCA input format:
```
! wB97M-V def2-TZVPD RIJCOSX def2/J DEFGRID3
* xyz 0 1
C -0.074 -2.195 0.756
C -2.296 -1.910 0.628
C -1.864 2.653 0.789
C -0.069 -0.943 -2.759
C 1.773 -0.950 -1.171
C -0.861 1.786 1.433
C -0.403 -1.380 -0.482
N -1.829 -1.712 -0.666
N 0.403 -1.193 -1.564
O -3.419 -1.959 1.051
O 0.404 -3.431 0.514
O -1.312 -2.293 1.416
O 0.224 1.711 0.538
H 0.642 -1.740 1.442
H -2.723 2.967 1.253
H -1.228 3.593 0.739
H -2.008 2.232 -0.268
H -1.259 0.736 1.533
H 0.688 -0.735 -3.498
H -1.128 -0.959 -3.077
H 2.274 -0.607 -2.103
H 1.886 -0.145 -0.508
H 2.037 -1.862 -0.727
H -0.605 2.066 2.556
H -2.381 -1.140 -1.259
H 0.097 -3.834 -0.275
H 0.453 2.662 0.389
*
```

## Properties
* energy: -18652.825 eV
* E_HOMO (alpha / beta): -0.2547 / -0.2547 Eh
* LUMO (alpha / beta): 0.542 / 0.542 eV

2.
C7H14N2O4S in the gas phase at a distorted geometry, computed with ωB97M-V/def2-TZVPD.

The geometry in ORCA input format:
```
! wB97M-V def2-TZVPD RIJCOSX def2/J DEFGRID3
* xyz 0 1
C -3.352 -0.143 0.862
C -2.328 0.700 0.105
O -2.195 2.001 0.703
C -0.883 0.157 -0.030
N -0.031 1.198 -0.638
C 1.335 1.161 -0.720
O 1.970 2.183 -0.924
C 2.118 -0.173 -0.720
N 3.486 0.090 -1.050
C 2.088 -1.012 0.571
S 2.556 -0.171 2.118
C -0.859 -1.152 -0.849
O -0.365 -1.255 -1.953
O -1.228 -2.218 -0.127
H -3.038 -0.329 1.878
H -4.289 0.354 0.856
H -3.488 -1.142 0.427
H -2.711 0.812 -0.903
H -3.051 2.390 0.798
H -0.590 -0.075 1.076
H -0.312 2.181 -0.403
H 1.611 -0.751 -1.475
H 3.906 -0.665 -1.547
H 3.600 0.968 -1.500
H 2.801 -1.905 0.419
H 1.118 -1.499 0.703
H 3.696 0.290 1.555
H -1.564 -1.993 0.768
*
```

## Properties
* energy: -29491.555 eV
* E_HOMO: -0.3252 Eh
* LUMO: 0.205 eV
* SMILES string: C[C@@H](O)[C@H](NC(=O)[C@@H](N)CS)C(=O)O

3.
C7H14N2O5 in the gas phase at a distorted geometry, computed with ωB97M-V/def2-TZVPD.

The geometry in ORCA input format:
```
! wB97M-V def2-TZVPD RIJCOSX def2/J DEFGRID3
* xyz 0 1
C -1.856 0.913 2.420
C -1.691 1.888 1.244
O -0.339 2.388 1.100
C -2.038 0.987 -0.026
N -3.360 0.658 -0.291
C -1.124 -0.248 -0.240
O -1.680 -1.299 -0.122
N 0.239 -0.084 -0.477
C 1.266 -1.056 -0.541
C 1.770 -1.314 -1.986
O 0.580 -1.643 -2.724
C 2.435 -0.550 0.277
O 2.650 0.599 0.611
O 3.264 -1.462 0.648
H -0.944 0.839 3.044
H -2.089 -0.160 1.946
H -2.677 1.357 3.061
H -2.359 2.737 1.422
H 0.167 2.185 1.882
H -1.793 1.718 -0.825
H -3.687 -0.259 -0.256
H -4.060 1.315 -0.283
H 0.501 0.910 -0.252
H 0.932 -2.034 -0.356
H 2.465 -2.107 -1.914
H 2.099 -0.363 -2.444
H 0.798 -1.472 -3.612
H 4.121 -1.064 0.980
*
```

## Properties
* energy: -20702.688 eV
* E_HOMO: -0.3111 Eh
* LUMO: 0.519 eV
* SMILES string: C[C@@H](O)[C@H](N)C(=O)N[C@@H](CO)C(=O)O

4.
2 unconnected molecules or ions with the total composition C7H14N2Si at a distorted geometry, computed with ωB97M-V/def2-TZVPD.

The geometry in ORCA input format:
```
! wB97M-V def2-TZVPD RIJCOSX def2/J DEFGRID3
* xyz 0 3
C 3.472 -1.010 0.319
C 2.267 -1.655 0.083
C 2.078 -0.271 1.770
C -2.434 -0.112 -1.970
C -2.513 1.707 0.642
C 0.244 1.503 -0.967
C 0.183 -1.626 1.388
N 3.333 -0.155 1.350
N 1.422 -1.219 1.002
Si -1.432 0.717 -0.579
H 4.320 -1.090 -0.175
H 2.118 -2.408 -0.524
H 1.503 0.326 2.364
H -3.219 -0.856 -1.752
H -2.791 0.530 -2.760
H -1.708 -0.632 -2.651
H -2.578 1.167 1.585
H -2.279 2.738 0.566
H -3.483 1.362 0.292
H 0.504 2.363 -0.382
H 1.152 0.748 -0.746
H 0.286 1.717 -2.043
H -0.259 -1.339 2.317
H -0.188 -2.504 0.871
*
```

## Properties
* energy: -18339.182 eV
* E_HOMO (alpha / beta): -0.2147 / -0.3252 Eh
* LUMO (alpha / beta): 0.840 / -0.647 eV
* <S²>: 2.0106